19
Properties=species:S:1:pos:R:3:mulliken_charge:R:1 method="wB97M-V/def2-TZVPD" orbital_gap_ev=12.1 e_homo_ev=-11.0 smiles=CCC.CC fmax_ev_per_a=2.00
C -1.085 1.603 0.120 -0.70
C -1.730 1.326 1.515 -0.23
C -1.070 0.122 2.183 -1.12
H -0.590 2.569 0.255 0.30
H -1.855 1.565 -0.639 0.31
H -0.177 1.016 -0.028 -0.02
H -1.606 2.213 2.145 0.27
H -2.815 1.263 1.417 0.27
H -1.458 -0.057 3.185 0.33
H -1.298 -0.719 1.522 0.29
H 0.019 0.155 2.197 0.31
C 1.172 -1.886 -1.792 -0.73
C 2.271 -0.843 -1.688 -0.80
H 0.838 -2.375 -2.712 0.34
H 1.304 -2.788 -1.189 0.27
H 0.244 -1.404 -1.462 0.14
H 2.603 -0.435 -2.646 0.27
H 3.159 -1.353 -1.314 0.26
H 2.074 0.027 -1.071 0.24



19
Properties=species:S:1:pos:R:3:mulliken_charge:R:1 method="wB97M-V/def2-TZVPD" orbital_gap_ev=11.6 e_homo_ev=-10.5 smiles=CCC.CC fmax_ev_per_a=5.01
C 2.427 0.416 1.280 -1.12
C 1.040 0.896 0.963 0.26
C 0.757 1.909 -0.172 -1.21
H 3.151 0.488 0.456 0.30
H 2.831 1.181 2.047 0.25
H 2.354 -0.497 1.775 0.37
H 0.388 1.307 1.804 0.32
H 0.423 -0.023 0.672 -0.20
H 1.010 2.862 0.248 0.38
H -0.339 1.824 -0.537 0.28
H 1.203 1.491 -1.016 0.40
C -2.210 -1.765 -1.566 -1.05
C -1.769 -1.110 -0.320 -0.44
H -2.690 -1.361 -2.378 0.38
H -1.291 -2.095 -2.136 0.27
H -2.713 -2.753 -1.403 0.28
H -0.798 -0.352 -0.532 -0.05
H -2.525 -0.677 0.316 0.33
H -1.249 -1.741 0.501 0.26



19
Properties=species:S:1:pos:R:3:mulliken_charge:R:1 method="wB97M-V/def2-TZVPD" orbital_gap_ev=12.3 e_homo_ev=-11.1 smiles=CCC.CC fmax_ev_per_a=3.81
C -1.502 1.943 -1.798 -1.33
C -0.790 0.995 -0.829 0.07
C -1.448 -0.462 -0.998 -1.12
H -2.696 1.850 -1.663 0.27
H -1.215 2.955 -1.846 0.40
H -1.367 1.687 -2.907 0.31
H -0.920 1.355 0.244 0.20
H 0.334 1.063 -1.100 0.19
H -0.654 -1.176 -1.154 0.26
H -2.229 -0.427 -1.689 0.48
H -1.987 -0.745 -0.093 0.28
C 2.201 -1.549 1.269 -0.79
C 1.409 -0.734 2.281 -0.47
H 1.947 -1.157 0.321 0.20
H 3.300 -1.370 1.362 0.27
H 1.979 -2.627 1.184 0.29
H 2.037 0.060 2.662 0.29
H 0.976 -1.435 3.013 0.25
H 0.627 -0.226 1.739 -0.04



19
Properties=species:S:1:pos:R:3:mulliken_charge:R:1 method="wB97M-V/def2-TZVPD" orbital_gap_ev=11.7 e_homo_ev=-10.6 smiles=CCC.CC fmax_ev_per_a=4.75
C 0.417 2.313 -0.308 -1.03
C -0.909 1.488 -0.456 0.04
C -1.071 0.834 -1.810 -0.95
H 1.282 1.731 -0.776 0.26
H 0.305 3.260 -0.911 0.31
H 0.802 2.434 0.739 0.33
H -0.930 0.593 0.249 -0.20
H -1.658 2.032 0.084 0.37
H -0.635 -0.163 -1.979 0.28
H -2.187 0.561 -1.987 0.26
H -0.872 1.730 -2.410 0.29
C 1.390 -2.338 0.964 -0.90
C -0.054 -2.000 1.322 -0.28
H 1.989 -1.487 1.523 0.20
H 1.702 -3.225 1.353 0.36
H 1.638 -2.200 -0.060 0.30
H -0.866 -2.615 0.913 0.31
H -0.261 -0.962 1.075 -0.21
H -0.081 -1.986 2.476 0.26



19
Properties=species:S:1:pos:R:3:mulliken_charge:R:1 method="wB97M-V/def2-TZVPD" orbital_gap_ev="12.8 / 4.7" e_homo_ev="-15.8 / -15.5" spin_multiplicity=2 fmax_ev_per_a=2.10 charge=+1
C 1.263 0.613 0.311 0.34
C 2.394 0.388 1.186 -1.08
C 1.077 -0.095 -0.996 -0.80
H 0.268 0.471 0.822 0.23
H 1.222 1.758 0.053 0.33
H 2.376 0.843 2.175 0.38
H 3.354 0.726 0.710 0.37
H 1.496 -1.110 -1.099 0.34
H 0.030 -0.389 -1.124 0.04
H 2.702 -0.671 1.327 0.37
H 1.503 0.471 -1.837 0.37
C -2.682 0.184 -0.516 -0.79
C -1.918 -1.027 0.088 -0.76
H -3.257 0.686 0.251 0.32
H -1.972 0.820 -1.055 0.27
H -3.290 -0.107 -1.380 0.33
H -1.565 -1.692 -0.700 0.31
H -2.610 -1.582 0.711 0.37
H -1.089 -0.573 0.644 0.05



24
Properties=species:S:1:pos:R:3:mulliken_charge:R:1 method="wB97M-V/def2-TZVPD" orbital_gap_ev=4.1 e_homo_ev=-6.5 fmax_ev_per_a=0.37
C -1.729 1.578 1.152 -1.16
Si -0.785 0.549 -0.099 0.14
C -1.882 0.034 -1.506 -1.01
C 0.589 1.692 -0.841 -1.53
C 0.195 -0.850 0.643 0.30
C 1.725 -0.713 0.678 -0.34
O 2.170 -1.975 0.990 -0.59
B 1.067 -2.958 0.551 0.67
O 0.030 -2.036 -0.085 -0.74
H -1.958 0.950 2.017 0.36
H -2.675 1.952 0.756 0.32
H -1.164 2.436 1.529 0.35
H -1.337 -0.629 -2.181 0.29
H -2.280 0.877 -2.077 0.36
H -2.725 -0.536 -1.112 0.32
H 0.161 2.532 -1.411 0.38
H 1.183 1.011 -1.467 0.41
H 1.160 2.037 0.034 0.52
H -0.108 -0.995 1.700 0.16
H 2.102 0.048 1.383 0.16
H 2.064 -0.421 -0.347 0.14
H 1.456 -3.760 -0.281 -0.24
H 0.598 -3.482 1.562 -0.26
Li 2.145 2.659 -1.587 0.99



24
Properties=species:S:1:pos:R:3:mulliken_charge:R:1 method="wB97M-V/def2-TZVPD" orbital_gap_ev=4.3 e_homo_ev=0.7 fmax_ev_per_a=5.44 charge=-2
O 0.724 -1.441 -1.373 -0.73
C 0.648 -0.923 -0.214 0.30
O 1.151 -1.676 0.854 -0.91
P -0.037 0.819 0.211 -0.24
C -1.557 0.654 -0.938 -1.03
C -2.961 0.780 -0.141 -0.65
C -3.341 -0.631 0.541 -0.47
Br -3.866 -1.957 -0.866 -0.27
H -0.817 0.327 1.355 -0.10
H 1.083 1.006 1.125 0.01
H 0.821 1.355 -0.853 -0.02
H -0.503 2.169 0.540 0.15
H -1.564 1.539 -1.675 0.31
H -1.606 -0.297 -1.553 0.36
H -3.731 1.068 -0.943 0.33
H -2.914 1.619 0.624 0.35
H -2.440 -1.048 1.096 0.31
H -4.184 -0.425 1.281 0.34
C 4.440 -0.422 -0.100 -0.52
O 3.734 -0.200 1.103 -0.50
H 5.222 0.336 -0.195 0.22
H 4.900 -1.416 -0.084 0.21
H 3.756 -0.343 -0.950 0.23
H 3.044 -0.890 1.158 0.30



23
Properties=species:S:1:pos:R:3:mulliken_charge:R:1 method="wB97M-V/def2-TZVPD" orbital_gap_ev=9.0 e_homo_ev=-12.5 fmax_ev_per_a=4.48 charge=+1
C 0.026 -0.935 0.241 -0.65
C 1.299 -1.463 0.252 0.95
C 1.715 -2.156 1.467 -1.21
C -1.397 3.034 1.604 -0.57
C -0.163 3.350 1.951 -0.40
N -1.841 -0.926 -2.688 -0.63
N 2.238 -1.440 -0.710 -0.33
Si -0.711 0.162 -1.172 0.61
Cl 0.491 1.019 -2.518 -0.20
H -0.629 -0.870 1.116 0.34
H 0.818 -2.565 2.004 0.33
H 2.322 -2.960 1.103 0.38
H 2.408 -1.564 2.108 0.28
H -1.784 3.341 0.648 0.27
H -1.967 0.667 -0.859 -0.11
H -2.147 2.335 2.145 0.22
H 0.216 3.121 2.985 0.24
H 0.310 4.133 1.362 0.26
H -2.300 -1.667 -2.332 0.31
H -2.672 -0.352 -2.863 0.31
H 2.073 -1.142 -1.613 0.08
H -1.288 -1.114 -3.523 0.33
H 2.982 -2.007 -0.708 0.20



20
Properties=species:S:1:pos:R:3:mulliken_charge:R:1 method="wB97M-V/def2-TZVPD" orbital_gap_ev=3.2 e_homo_ev=-10.2 fmax_ev_per_a=6.20 charge=+1
C 4.298 -0.032 0.356 -0.31
C 3.309 -0.516 1.408 -0.70
C 1.673 0.217 1.212 -0.43
C 1.163 -0.181 -0.287 -0.25
C 0.778 0.779 -1.485 -0.77
N 4.032 0.052 -1.098 -0.52
H 5.413 -0.678 0.354 0.34
H 4.629 1.012 0.602 0.29
H 2.971 -1.462 0.946 0.32
H 3.614 -0.633 2.461 0.38
H 1.104 -0.283 1.976 0.38
H 1.499 1.538 1.299 0.33
H 2.876 -0.281 -1.256 0.11
H 0.661 -1.122 -0.415 0.36
H 0.291 0.171 -2.221 0.37
H 1.775 1.055 -1.847 0.38
H 0.407 1.611 -0.867 0.37
H -21.691 -1.199 -0.262 0.00
H -23.078 0.675 0.794 0.00
H 4.278 -0.723 -1.668 0.35



20
Properties=species:S:1:pos:R:3:mulliken_charge:R:1 method="wB97M-V/def2-TZVPD" orbital_gap_ev=10.8 e_homo_ev=-14.6 fmax_ev_per_a=2.82 charge=+1
C 1.759 -0.550 1.384 0.10
C 2.669 0.201 2.053 -0.71
N 0.375 -0.569 1.901 -0.20
H 1.974 -1.350 0.647 0.40
H 3.721 -0.064 1.995 0.26
H 2.362 1.082 2.648 0.24
H 0.208 0.005 2.770 0.38
H -0.217 -0.215 1.143 0.05
H 0.108 -1.556 2.093 0.42
C -2.450 1.023 -2.119 -1.18
C -1.232 0.117 -2.283 -0.31
C -0.626 -0.215 -0.888 -1.02
H -3.275 0.467 -1.589 0.28
H -2.834 1.316 -3.107 0.35
H -2.236 1.909 -1.542 0.35
H -0.441 0.708 -2.846 0.26
H -1.378 -0.822 -2.831 0.33
H 0.473 -0.489 -0.952 0.28
H -0.711 0.659 -0.172 0.29
H -1.097 -1.120 -0.438 0.43



20
Properties=species:S:1:pos:R:3:mulliken_charge:R:1 method="wB97M-V/def2-TZVPD" orbital_gap_ev=10.8 e_homo_ev=-14.5 smiles=CC(C)CC[NH3+] fmax_ev_per_a=4.71 charge=+1
C -0.811 2.009 -0.879 -1.31
C -0.477 0.545 -1.051 0.78
C -1.494 -0.516 -0.632 -1.46
C 0.830 0.298 -0.202 -1.12
C 0.907 -0.239 1.174 -0.58
N 0.980 -1.725 1.273 -0.23
H -1.909 2.026 -1.099 0.37
H -0.831 2.363 0.297 0.21
H 0.009 2.496 -1.357 0.42
H -0.300 0.465 -2.072 0.34
H -2.263 -0.601 -1.370 0.46
H -2.093 -0.479 0.285 0.29
H -0.873 -1.423 -0.445 0.19
H 1.462 1.182 -0.232 0.45
H 1.412 -0.403 -0.853 0.37
H 1.826 0.019 1.756 0.36
H 0.042 0.130 1.801 0.33
H 0.639 -2.051 2.211 0.38
H 1.926 -2.074 1.163 0.38
H 0.367 -2.161 0.543 0.36



20
Properties=species:S:1:pos:R:3:mulliken_charge:R:1 method="wB97M-V/def2-TZVPD" orbital_gap_ev=11.1 e_homo_ev=-15.3 fmax_ev_per_a=5.67 charge=+1
C 1.951 -1.197 -0.058 -1.14
C 0.552 -0.535 -0.254 -0.33
C 0.197 0.426 0.850 -0.78
C -1.295 1.052 0.648 -0.38
C -2.307 -0.097 0.789 -1.05
N 1.067 0.474 -1.820 -0.73
H 1.934 -2.246 0.202 0.36
H 2.693 -0.751 0.593 0.33
H 2.263 -0.973 -1.079 0.41
H -0.288 -1.092 -0.641 0.74
H 0.197 -0.079 1.808 0.46
H 0.880 1.267 0.985 0.41
H -1.395 1.733 1.497 0.36
H -1.268 1.440 -0.368 0.23
H -3.308 0.214 1.077 0.34
H -2.348 -0.511 -0.225 0.28
H -1.908 -0.868 1.444 0.29
H 0.627 -0.335 -2.249 0.46
H 1.572 1.095 -1.204 0.42
H 0.186 0.983 -1.993 0.33



21
Properties=species:S:1:pos:R:3:mulliken_charge:R:1 method="wB97M-V/def2-TZVPD" orbital_gap_ev="2.7 / 9.0" e_homo_ev="1.4 / -4.8" spin_multiplicity=2 fmax_ev_per_a=1.08 charge=-1
C -1.146 -0.003 -1.563 -1.61
N -0.947 0.608 -0.254 0.48
C -2.103 0.508 0.617 -1.73
C 0.343 -1.233 0.929 -2.69
C 0.306 0.218 0.416 0.11
C 1.466 0.486 -0.538 -1.83
N 2.803 0.528 0.090 -0.40
H -0.537 0.499 -2.300 0.04
H -0.925 -1.081 -1.585 0.61
H -2.194 0.035 -1.812 0.74
H -2.073 1.305 1.376 0.43
H -3.003 0.671 0.025 0.33
H -2.182 -0.424 1.179 0.55
H -0.312 -1.406 1.778 0.97
H 0.149 -1.873 0.068 -0.18
H 1.356 -1.460 1.244 1.05
H 0.387 0.895 1.272 0.52
H 1.288 1.462 -0.997 0.38
H 1.528 -0.317 -1.276 0.17
H 2.751 1.009 0.986 0.48
H 3.044 -0.427 0.343 0.58



21
Properties=species:S:1:pos:R:3:mulliken_charge:R:1 method="wB97M-V/def2-TZVPD" orbital_gap_ev="2.6 / 8.5" e_homo_ev="1.5 / -4.6" spin_multiplicity=2 fmax_ev_per_a=6.71 charge=-1
N -2.784 1.190 0.484 -0.76
C -2.120 0.276 -0.517 -0.41
C -1.298 -0.777 0.219 -2.52
N -0.023 -0.266 0.784 -0.24
C 2.037 -1.279 -0.034 -3.92
C 0.993 -0.111 -0.269 1.23
C 1.713 1.124 -0.205 -2.31
H -2.467 1.076 1.465 0.34
H -2.781 2.208 0.252 0.28
H -2.738 -0.188 -1.269 0.51
H -1.503 0.921 -1.230 0.13
H -0.877 -1.696 -0.408 0.89
H -1.837 -1.182 0.988 0.74
H 0.192 -0.537 1.739 0.30
H 1.621 -2.174 -0.475 0.51
H 2.934 -1.073 -0.610 0.69
H 2.401 -1.436 0.911 1.06
H 0.713 -0.396 -1.198 1.05
H 1.092 1.916 -0.424 0.15
H 2.161 1.234 0.726 0.70
H 2.573 1.170 -0.927 0.57



21
Properties=species:S:1:pos:R:3:mulliken_charge:R:1 method="wB97M-V/def2-TZVPD" orbital_gap_ev="4.6 / 6.0" e_homo_ev="-0.3 / -1.8" spin_multiplicity=2 fmax_ev_per_a=2.82 charge=-1
C 0.347 -3.987 0.156 -0.61
N 0.578 -0.580 0.021 -0.90
C -1.152 0.602 -2.022 -1.22
C -0.581 1.503 -0.941 -0.20
C -0.008 0.690 0.213 -0.14
C 0.112 1.375 1.541 -0.77
N 0.876 2.661 1.485 -0.59
H 0.643 -4.475 -0.773 0.20
H 0.402 -2.902 0.023 0.03
H 0.993 -4.338 0.960 0.21
H -0.685 -4.243 0.405 0.20
H -1.976 0.018 -1.606 0.30
H -1.579 1.143 -2.879 0.39
H -0.386 -0.068 -2.402 0.32
H -1.357 2.174 -0.549 0.24
H 0.205 2.167 -1.352 0.15
H 1.272 0.253 -0.161 0.19
H 0.552 0.680 2.257 0.40
H -0.893 1.666 1.923 0.36
H 0.765 3.199 2.340 0.25
H 1.870 2.462 1.359 0.20



21
Properties=species:S:1:pos:R:3:mulliken_charge:R:1 method="wB97M-V/def2-TZVPD" orbital_gap_ev=9.8 e_homo_ev=-8.7 smiles=CN[C@@H](C)CCN fmax_ev_per_a=0.73
C -0.045 2.490 -1.120 -0.94
N -0.216 1.620 0.034 -0.35
C 0.135 0.216 -0.154 0.46
C 1.507 -0.026 -0.765 -1.47
C -0.004 -0.533 1.186 -1.01
C -0.431 -1.981 1.021 -0.39
N -1.894 -2.041 0.785 -0.66
H 1.004 2.734 -1.359 0.30
H -0.478 2.037 -2.012 0.34
H -0.536 3.444 -0.923 0.32
H 0.252 2.027 0.835 0.25
H -0.615 -0.184 -0.858 0.10
H 1.629 0.525 -1.700 0.38
H 1.657 -1.086 -0.953 0.41
H 2.307 0.303 -0.092 0.32
H 0.931 -0.418 1.731 0.41
H -0.798 -0.040 1.755 0.46
H 0.105 -2.470 0.203 0.25
H -0.233 -2.531 1.941 0.32
H -2.103 -2.851 0.212 0.25
H -2.173 -1.234 0.234 0.25



21
Properties=species:S:1:pos:R:3:mulliken_charge:R:1 method="wB97M-V/def2-TZVPD" orbital_gap_ev=9.3 e_homo_ev=-8.3 smiles=CC(C)CNCN fmax_ev_per_a=3.69
C -1.699 -1.691 1.007 -1.63
C -1.250 -0.344 0.504 0.59
C -2.248 0.331 -0.488 -1.41
C 0.244 -0.405 0.023 -0.53
N 0.766 0.833 -0.423 -0.09
C 2.138 1.141 -0.805 -0.59
N 3.236 0.966 0.270 -0.67
H -1.060 -2.171 1.719 0.41
H -1.822 -2.383 0.186 0.37
H -2.554 -1.634 1.633 0.42
H -1.247 0.527 1.298 0.17
H -2.455 -0.368 -1.223 0.37
H -3.277 0.493 -0.151 0.38
H -1.939 1.324 -0.781 0.32
H 0.304 -1.123 -0.883 0.24
H 0.909 -0.811 0.843 0.28
H 0.123 1.611 -0.354 0.18
H 2.417 0.595 -1.705 0.34
H 2.216 2.177 -1.124 0.36
H 3.095 0.044 0.721 0.24
H 4.106 0.888 -0.267 0.25



21
Properties=species:S:1:pos:R:3:mulliken_charge:R:1 method="wB97M-V/def2-TZVPD" orbital_gap_ev=9.8 e_homo_ev=-8.6 smiles=CCNCCNC fmax_ev_per_a=2.59
C -0.881 2.810 1.548 -1.10
C -0.673 2.209 0.173 -0.49
N -0.087 0.851 0.111 -0.36
C -0.956 -0.292 -0.293 -0.68
C -0.228 -1.582 -0.583 -0.49
N 1.231 -1.339 -0.698 -0.49
C 1.907 -2.646 -0.710 -0.83
H -1.702 2.246 2.013 0.26
H -1.058 3.908 1.442 0.32
H -0.013 2.623 2.198 0.30
H -0.138 2.807 -0.555 0.43
H -1.665 2.139 -0.339 0.29
H 0.565 0.904 -0.692 0.28
H -1.382 0.101 -1.222 0.38
H -1.667 -0.368 0.518 0.32
H -0.255 -2.157 0.367 0.30
H -0.660 -2.146 -1.413 0.40
H 1.438 -1.041 0.246 0.29
H 1.876 -3.178 0.279 0.29
H 1.403 -3.295 -1.434 0.28
H 2.945 -2.552 -0.954 0.30



21
Properties=species:S:1:pos:R:3:mulliken_charge:R:1 method="wB97M-V/def2-TZVPD" orbital_gap_ev=8.6 e_homo_ev=-7.5 smiles=CNCCN(C)C fmax_ev_per_a=3.29
C 2.379 1.096 -0.579 -0.81
N 1.915 -0.315 -0.217 -0.44
C 0.692 -0.594 -1.145 -0.43
C -0.406 -1.150 -0.308 -0.90
N -1.127 -0.102 0.598 0.20
C -2.268 0.436 -0.171 -1.13
C -1.111 0.441 1.976 -1.06
H 1.918 1.809 0.119 0.20
H 3.411 1.247 -0.443 0.39
H 2.111 1.251 -1.604 0.33
H 2.502 -1.019 -0.606 0.30
H 0.341 0.254 -1.770 0.28
H 0.952 -1.363 -1.924 0.34
H -0.196 -2.164 0.122 0.28
H -1.158 -1.443 -1.049 0.41
H -2.705 1.395 0.157 0.35
H -3.014 -0.392 -0.207 0.34
H -2.032 0.530 -1.216 0.32
H -2.142 0.317 2.359 0.40
H -0.734 -0.185 2.766 0.36
H -0.936 1.550 1.977 0.29



21
Properties=species:S:1:pos:R:3:mulliken_charge:R:1 method="wB97M-V/def2-TZVPD" orbital_gap_ev=8.9 e_homo_ev=-7.9 smiles=C[C@H](N)CN(C)C fmax_ev_per_a=4.45
C 1.346 1.796 -0.691 -1.27
C 0.362 1.217 0.410 0.41
N 0.858 1.673 1.667 -0.47
C 0.314 -0.408 0.347 -0.95
N -0.637 -1.003 -0.496 0.25
C -1.924 -1.124 0.133 -1.08
C -0.377 -2.040 -1.446 -0.97
H 1.801 2.910 -0.664 0.26
H 1.162 1.479 -1.720 0.36
H 2.240 1.194 -0.577 0.32
H -0.710 1.374 0.160 0.25
H 0.353 2.360 2.216 0.17
H 1.723 1.366 2.149 0.16
H 0.045 -0.905 1.398 0.21
H 1.468 -0.602 0.345 0.41
H -2.394 -0.197 0.668 0.26
H -1.845 -1.749 0.990 0.48
H -2.822 -1.585 -0.471 0.34
H -0.370 -1.638 -2.501 0.23
H 0.658 -2.448 -1.291 0.30
H -1.184 -2.897 -1.420 0.32